1.
Here is a structure of composition C20H25N4O2P2PtS from the OMol25 dataset. Energies are from ωB97M-V/def2-TZVPD.

Each line ends with the natural charge from an NBO analysis.
CARTESIAN COORDINATES (ANGSTROEM)
1 Pt -0.225 -0.727 -0.069  0.893
2 C -1.294 -3.581 -1.384  -0.955
3 P -1.693 -1.826 -1.598  1.097
4 C -3.483 -1.681 -1.541  -0.962
5 C -1.093 -1.311 -3.218  -0.401
6 C -1.885 -1.509 -4.346  -0.167
7 C -1.409 -1.168 -5.605  -0.147
8 C -0.143 -0.621 -5.747  -0.163
9 C 0.652 -0.412 -4.627  -0.118
10 C 0.186 -0.752 -3.360  -0.388
11 P 1.259 -0.478 -1.930  1.064
12 C 2.671 -1.588 -2.100  -0.955
13 C 1.891 1.207 -2.014  -0.956
14 H -1.792 -4.142 -2.180  0.284
15 H -1.648 -3.933 -0.415  0.279
16 H -0.220 -3.746 -1.459  0.261
17 H -3.916 -2.344 -2.292  0.278
18 H -3.798 -0.657 -1.732  0.266
19 H -3.837 -1.993 -0.559  0.286
20 H -2.876 -1.938 -4.263  0.235
21 H -2.031 -1.330 -6.475  0.259
22 H 0.228 -0.355 -6.727  0.259
23 H 1.636 0.022 -4.756  0.224
24 H 3.157 -1.363 -3.052  0.277
25 H 2.347 -2.628 -2.105  0.270
26 H 3.381 -1.433 -1.288  0.272
27 H 2.468 1.343 -2.931  0.274
28 H 2.542 1.392 -1.160  0.270
29 H 1.063 1.914 -1.998  0.267
30 N 3.723 1.603 6.708  -0.518
31 C 2.851 1.208 5.801  0.233
32 C 3.164 0.102 4.941  -0.124
33 C 2.256 -0.295 3.998  -0.187
34 C 1.039 0.394 3.902  -0.210
35 C 0.695 1.471 4.741  -0.178
36 C 1.590 1.885 5.684  -0.129
37 S -0.199 -0.126 2.744  2.264
38 O -1.466 -0.048 3.376  -0.834
39 O 0.253 -1.393 2.143  -0.930
40 N -0.034 0.852 1.427  -0.788
41 C -1.096 1.666 0.987  0.511
42 N -1.419 1.335 -0.265  -0.484
43 C -2.419 2.015 -0.839  0.096
44 C -3.046 3.033 -0.148  -0.271
45 C -2.609 3.297 1.145  0.146
46 N -1.621 2.604 1.725  -0.420
47 H 4.617 1.139 6.824  0.443
48 H 3.525 2.375 7.335  0.444
49 H 4.106 -0.419 5.057  0.258
50 H 2.458 -1.143 3.359  0.274
51 H -0.273 1.947 4.651  0.283
52 H 1.354 2.702 6.354  0.261
53 H -2.684 1.752 -1.855  0.234
54 H -3.844 3.600 -0.603  0.275
55 H -3.057 4.082 1.740  0.246

Properties
Orbital gap (spin up / spin down): 8.1842 / 5.5821 eV
Multiplicity: 5
Energy relative to the best compared isomer or geometry (same formula, charge and spin): 6.0 kcal per mole
Net charge: +3
E_LUMO (spin up / spin down): -8.1 / -12.1 eV



2.
Here is an isolated molecule of C10H12O3S at a distorted geometry from the OMol25 dataset. Energies are from ωB97M-V/def2-TZVPD.

Each line ends with the natural charge from an NBO analysis.
CARTESIAN COORDINATES (ANGSTROEM)
1 C 1.506 0.708 2.151  -0.202
2 C 1.547 2.033 2.375  -0.201
3 C 1.089 0.133 0.965  -0.219
4 C 0.852 2.797 1.374  -0.191
5 C 0.476 0.843 -0.040  -0.017
6 C 0.360 2.267 0.188  -0.241
7 C -0.161 0.093 -1.166  -0.335
8 C -1.665 -0.400 -0.656  0.640
9 C 0.698 -1.013 -1.809  -0.616
10 C -1.991 -1.868 -0.566  -0.746
11 O -1.341 4.159 0.094  -0.929
12 O 0.813 4.688 -0.836  -0.922
13 O -2.516 0.451 -0.397  -0.561
14 S -0.187 3.673 -0.976  1.530
15 H 2.138 0.169 2.874  0.209
16 H 2.190 2.511 3.142  0.228
17 H 1.231 -0.940 0.862  0.207
18 H 0.993 3.883 1.375  0.236
19 H -0.429 0.840 -1.849  0.224
20 H 1.526 -0.749 -2.421  0.230
21 H 0.104 -1.742 -2.512  0.215
22 H 1.200 -1.497 -1.007  0.208
23 H -1.203 -2.556 -0.557  0.234
24 H -2.496 -2.054 -1.502  0.249
25 H -2.836 -1.943 0.061  0.253
26 H -2.265 4.009 0.055  0.516

Properties
Orbital gap: 9.7482 eV
Energy relative to the best compared isomer or geometry (same formula, charge and spin): 0.0 kcal per mole
Net charge: 0
E_LUMO: 0.6 eV



3.
Here is a cluster of 2 separate species, C4H9N2 in total at a distorted geometry from the OMol25 dataset. Energies are from ωB97M-V/def2-TZVPD.

Each line ends with the natural charge from an NBO analysis.
CARTESIAN COORDINATES (ANGSTROEM)
1 C -0.371 -1.236 0.653  0.304
2 C -1.377 -0.248 0.064  -0.569
3 C 0.055 -0.148 -0.365  -0.034
4 C 0.951 1.699 0.823  -0.358
5 N -0.206 -1.949 1.619  -0.544
6 N 0.313 -0.257 -1.768  -0.690
7 H -2.308 -0.724 -0.412  0.268
8 H -1.728 0.505 0.726  0.255
9 H 0.464 2.566 0.450  0.198
10 H 1.943 1.851 0.712  0.192
11 H 0.474 1.076 1.551  0.214
12 H 0.649 -2.345 2.097  0.414
13 H 1.265 -0.329 -2.057  0.442
14 H 0.097 0.635 -2.193  0.452
15 H -0.223 -1.097 -1.900  0.457

Properties
Orbital gap (spin up / spin down): 8.0697 / 8.0671 eV
Energy relative to the best compared isomer or geometry (same formula, charge and spin): 170.0 kcal per mole
Net charge: +1
E_LUMO (spin up / spin down): -4.6 / -4.6 eV



4.
Here is a structure of composition C50H39N5OSe4W from the OMol25 dataset. Energies are from ωB97M-V/def2-TZVPD.

Each line ends with the Löwdin charge.
CARTESIAN COORDINATES (ANGSTROEM)
1 W 0.186 -0.287 -0.490  1.370
2 C 4.410 -6.120 0.802  -0.094
3 C 3.811 -5.305 1.753  -0.078
4 C 3.160 -4.141 1.371  -0.024
5 C 3.092 -3.772 0.027  -0.162
6 C 3.697 -4.603 -0.923  -0.033
7 C 4.353 -5.762 -0.539  -0.084
8 C 2.364 -2.570 -0.393  -0.224
9 C 2.682 -1.779 -1.474  -0.324
10 C 3.843 -1.626 -2.308  0.015
11 C 3.612 -0.559 -3.117  0.021
12 C 2.288 -0.085 -2.832  -0.257
13 C 1.509 0.848 -3.515  -0.145
14 C 2.107 1.743 -4.543  -0.186
15 C 2.766 1.233 -5.661  -0.036
16 C 3.294 2.087 -6.620  -0.079
17 C 3.167 3.462 -6.475  -0.090
18 C 2.511 3.978 -5.366  -0.073
19 C 1.982 3.125 -4.407  -0.031
20 C 0.125 0.837 -3.353  -0.286
21 N -0.571 0.046 -2.436  -0.048
22 C -1.850 -0.025 -2.898  -0.235
23 C -2.857 -0.823 -2.374  -0.098
24 C -4.081 -0.982 -3.233  -0.225
25 C -5.246 -0.254 -3.019  -0.033
26 C -6.356 -0.425 -3.839  -0.076
27 C -6.313 -1.334 -4.887  -0.090
28 C -5.154 -2.067 -5.112  -0.074
29 C -4.047 -1.889 -4.292  -0.025
30 C -2.778 -1.565 -1.200  -0.222
31 C -3.915 -2.384 -0.786  0.015
32 C -3.605 -2.935 0.384  0.006
33 C -2.260 -2.506 0.729  -0.194
34 N -1.770 -1.622 -0.284  0.071
35 C -1.649 -2.885 1.878  -0.059
36 C -0.346 -2.205 1.985  -0.265
37 C -0.321 -0.850 2.509  -0.126
38 C -0.169 0.129 1.608  -0.332
39 C 1.202 -2.050 0.240  -0.377
40 N 0.503 -2.671 1.165  0.149
41 C -2.123 -3.877 2.856  -0.163
42 C -2.696 -5.089 2.469  -0.038
43 C -3.092 -6.020 3.419  -0.077
44 C -2.912 -5.763 4.771  -0.089
45 C -2.318 -4.571 5.167  -0.078
46 C -1.920 -3.643 4.219  -0.021
47 C -1.998 0.800 -4.067  0.021
48 C -0.792 1.353 -4.323  0.026
49 N 1.766 -0.814 -1.808  -0.116
50 H 4.912 -7.031 1.102  0.100
51 H 3.856 -5.573 2.802  0.103
52 H 2.721 -3.498 2.124  0.108
53 H 3.621 -4.351 -1.973  0.109
54 H 4.809 -6.394 -1.290  0.101
55 H 4.736 -2.229 -2.261  0.114
56 H 4.283 -0.145 -3.853  0.112
57 H 2.841 0.160 -5.790  0.117
58 H 3.798 1.676 -7.486  0.103
59 H 3.577 4.127 -7.225  0.101
60 H 2.414 5.050 -5.244  0.104
61 H 1.488 3.522 -3.529  0.098
62 H -5.287 0.450 -2.196  0.093
63 H -7.254 0.152 -3.657  0.102
64 H -7.177 -1.470 -5.526  0.101
65 H -5.112 -2.781 -5.926  0.103
66 H -3.141 -2.457 -4.468  0.125
67 H -4.832 -2.488 -1.342  0.117
68 H -4.221 -3.571 0.998  0.113
69 H -0.599 -0.680 3.545  0.107
70 H -0.277 1.133 1.996  -0.028
71 H -2.794 -5.321 1.416  0.116
72 H -3.527 -6.959 3.098  0.104
73 H -3.215 -6.494 5.510  0.102
74 H -2.162 -4.365 6.219  0.104
75 H -1.458 -2.715 4.538  0.108
76 H -2.912 0.909 -4.631  0.119
77 H -0.521 1.995 -5.146  0.122
78 Se 1.062 2.131 -0.750  0.237
79 Se 1.248 3.202 1.261  0.048
80 Se 2.573 1.565 2.483  0.071
81 Se 2.717 -0.039 0.907  0.403
82 O -1.972 1.286 -0.267  -0.028
83 C -2.985 1.915 -0.461  -0.483
84 C -4.265 1.593 0.275  -0.086
85 C -4.515 2.785 1.239  -0.165
86 C -3.241 3.550 1.674  -0.179
87 C -2.772 4.669 0.722  -0.172
88 C -2.174 4.168 -0.600  -0.177
89 N -3.017 3.103 -1.168  0.084
90 H -4.131 0.656 0.812  0.122
91 H -5.102 1.482 -0.419  0.098
92 H -5.021 2.403 2.126  0.108
93 H -5.205 3.493 0.773  0.107
94 H -2.418 2.845 1.836  0.109
95 H -3.443 4.006 2.644  0.110
96 H -2.017 5.272 1.233  0.109
97 H -3.621 5.332 0.514  0.109
98 H -1.182 3.751 -0.448  0.025
99 H -2.091 4.975 -1.328  0.118
100 H -3.966 3.429 -1.296  0.127

Properties
Orbital gap (spin up / spin down): 5.0181 / 4.9790 eV
Multiplicity: 3
Energy relative to the best compared isomer or geometry (same formula, charge and spin): 60.3 kcal per mole
Net charge: 0
E_LUMO (spin up / spin down): -1.1 / -1.8 eV



5.
Here is the ion C9H12NO2 with charge +1 at a distorted geometry from the OMol25 dataset. Energies are from ωB97M-V/def2-TZVPD.

Each line ends with the natural charge from an NBO analysis.
CARTESIAN COORDINATES (ANGSTROEM)
1 C 2.277 -0.484 0.124  -0.063
2 C 0.746 -2.042 -0.342  -0.085
3 C -1.287 -1.079 1.042  -0.071
4 C 0.833 0.174 0.595  -0.038
5 C -0.611 0.209 -0.909  -0.093
6 C -2.469 -0.311 0.716  -0.052
7 C -0.174 -0.919 0.111  -0.149
8 C -2.068 0.583 -0.507  0.220
9 C -0.074 2.547 -0.136  -0.425
10 N 0.442 1.204 -0.501  -0.331
11 O 1.924 -1.408 -0.774  -0.496
12 O -2.773 -0.579 -0.637  -0.399
13 H 2.938 0.085 -0.540  0.220
14 H 2.673 -0.902 1.012  0.188
15 H 0.920 -2.716 0.424  0.198
16 H 0.372 -2.728 -1.199  0.236
17 H -1.320 -1.812 1.890  0.242
18 H 0.960 0.505 1.606  0.251
19 H -0.489 -0.072 -1.894  0.249
20 H -3.247 -0.165 1.470  0.253
21 H -0.669 2.786 -1.065  0.240
22 H -0.750 2.523 0.680  0.246
23 H 0.736 3.301 -0.039  0.247
24 H 1.110 1.301 -1.127  0.414

Properties
Orbital gap (spin up / spin down): 8.6035 / 7.6023 eV
Energy relative to the best compared isomer or geometry (same formula, charge and spin): 160.9 kcal per mole
Net charge: +1
E_LUMO (spin up / spin down): -4.4 / -4.8 eV



6.
Here is a cluster of 2 separate species, C20H15N4O5 in total at a distorted geometry from the OMol25 dataset. Energies are from ωB97M-V/def2-TZVPD.

Each line ends with the natural charge from an NBO analysis.
CARTESIAN COORDINATES (ANGSTROEM)
1 C -5.002 -1.438 3.449  -0.224
2 C -3.746 -2.064 3.450  -0.224
3 C -2.575 -1.295 3.476  -0.225
4 C -2.635 0.105 3.412  -0.029
5 C -1.376 0.971 3.438  0.460
6 C -0.186 0.428 2.821  -0.582
7 C 1.099 1.062 3.078  0.488
8 C 2.298 0.128 3.270  -0.032
9 C 2.206 -1.268 3.418  -0.221
10 C 3.356 -2.061 3.456  -0.228
11 C 4.625 -1.465 3.456  -0.227
12 C 4.730 -0.066 3.398  -0.216
13 C 3.579 0.720 3.311  -0.211
14 O 1.285 2.282 3.116  -0.598
15 O -1.428 2.082 3.976  -0.616
16 C -3.900 0.730 3.446  -0.210
17 C -5.070 -0.034 3.446  -0.226
18 H -5.917 -2.036 3.442  0.204
19 H -3.675 -3.153 3.431  0.206
20 H -1.601 -1.778 3.574  0.220
21 H -0.186 -0.568 2.371  0.205
22 H 1.217 -1.725 3.523  0.218
23 H 3.266 -3.150 3.484  0.205
24 H 5.526 -2.081 3.489  0.202
25 H 5.707 0.423 3.407  0.202
26 H 3.660 1.808 3.283  0.237
27 H -3.953 1.819 3.492  0.234
28 H -6.043 0.469 3.437  0.204
29 C -0.714 4.780 0.400  -0.260
30 O -0.008 4.159 -0.703  -0.473
31 C 0.006 2.826 -0.681  0.711
32 N 0.599 2.225 -1.730  -0.550
33 C 0.611 0.906 -1.665  0.327
34 N 0.964 0.001 -2.644  -0.167
35 O 0.673 -1.245 -2.112  -0.195
36 N 0.104 -1.101 -0.751  0.414
37 O -0.206 -2.104 -0.134  -0.392
38 C 0.073 0.237 -0.504  -0.094
39 C -0.662 0.935 0.463  0.174
40 N -0.607 2.264 0.382  -0.549
41 H -0.501 5.840 0.270  0.179
42 H -1.786 4.596 0.321  0.185
43 H -0.350 4.410 1.358  0.231
44 H -1.429 0.397 1.035  0.239

Properties
Orbital gap: 6.1201 eV
Net charge: -1
E_LUMO: 1.8 eV



Q: net charge of number 4 (C50H39N5OSe4W)?
A: 0



Q: Which of these has the lowest net charge?
A: C20H15N4O5



Q: The lowest net charge belongs to which entry?
A: C20H15N4O5